(1)
DFT (ωB97M-V/def2-TZVPD) results for a 2-piece molecular cluster, C37H48N3S2 overall.

Positions of all 90 atoms, in Å:
1 C 3.16562 -3.05061 1.64184
2 C 2.48599 -2.16355 0.60118
3 C 2.33502 -2.88707 -0.73860
4 C 3.22428 -0.83335 0.40939
5 C 4.50053 -0.85606 -0.15477
6 C 5.14058 0.32344 -0.52732
7 C 4.51743 1.54970 -0.28598
8 C 3.24830 1.60289 0.29206
9 C 2.50824 2.92806 0.46476
10 C 2.79730 3.89907 -0.67850
11 C 2.75305 3.54731 1.83895
12 C 2.62722 0.40586 0.68319
13 N 1.26137 0.45142 1.14514
14 N 0.27859 0.59516 0.22496
15 N -0.86715 0.46456 0.92555
16 C -2.15413 0.43912 0.26626
17 C -2.76617 -0.79505 0.02196
18 C -2.02620 -2.11078 0.29280
19 C -1.83128 -2.93521 -0.98332
20 C -2.70733 -2.92754 1.38641
21 C -4.05385 -0.79857 -0.51869
22 C -4.69588 0.40122 -0.83249
23 C -4.03285 1.61570 -0.64566
24 C -2.74442 1.64798 -0.10442
25 C -2.00438 2.97386 0.10136
26 C -2.62411 3.76899 1.24724
27 C -1.90031 3.79826 -1.18397
28 C -0.63157 0.36921 2.27083
29 C -1.72245 0.29132 3.22578
30 C 0.74013 0.38928 2.45046
31 C 1.49024 0.42754 3.62370
32 H 3.21483 -2.53367 2.60839
33 H 2.59704 -3.97990 1.77158
34 H 4.18838 -3.30662 1.33284
35 H 1.48492 -1.91245 0.96927
36 H 1.82417 -2.24001 -1.46265
37 H 3.31794 -3.15157 -1.15284
38 H 1.74656 -3.80482 -0.62150
39 H 4.97042 -1.82520 -0.34440
40 H 6.11741 0.28545 -1.01502
41 H 5.01606 2.47782 -0.57962
42 H 1.44301 2.66568 0.39975
43 H 2.65773 3.39291 -1.64144
44 H 2.10256 4.74597 -0.63608
45 H 3.82396 4.28560 -0.62931
46 H 2.47278 2.84507 2.63159
47 H 3.81304 3.80705 1.96388
48 H 2.14959 4.45519 1.95296
49 H -1.02890 -1.82686 0.64936
50 H -1.27215 -2.35446 -1.72849
51 H -1.25741 -3.84594 -0.76235
52 H -2.79733 -3.22569 -1.41697
53 H -2.76606 -2.35614 2.32089
54 H -3.72506 -3.20485 1.08227
55 H -2.13420 -3.84257 1.58513
56 H -4.55272 -1.75684 -0.68873
57 H -5.71675 0.38985 -1.22493
58 H -4.51529 2.56076 -0.90722
59 H -0.97933 2.70025 0.38176
60 H -2.62360 3.17396 2.17019
61 H -2.05063 4.68616 1.43248
62 H -3.66102 4.04325 1.01064
63 H -1.34956 3.23120 -1.94501
64 H -2.89027 4.05272 -1.58246
65 H -1.34741 4.72739 -0.99109
66 H -1.29764 0.08483 4.21820
67 H -2.31050 1.22361 3.27287
68 H -2.42842 -0.51691 2.98632
69 H 0.96817 0.80348 4.49547
70 H 2.56985 0.37238 3.52919
71 C 0.42642 1.85272 10.14712
72 C 1.68556 1.80012 9.53099
73 C 1.82933 1.24356 8.25954
74 C 0.71076 0.68608 7.60396
75 C 0.88625 -0.20696 6.45644
76 S -0.32394 -1.41241 6.20313
77 C 0.78784 -2.86028 6.03602
78 C 2.21218 -2.44962 5.70739
79 S 2.47408 -0.66129 5.95013
80 C -0.57669 0.90772 8.14900
81 C -0.70905 1.47485 9.41458
82 H 0.32494 2.21482 11.16987
83 H 2.56335 2.20491 10.04038
84 H 2.80321 1.22563 7.76641
85 H 0.72156 -3.40324 6.98439
86 H 0.34928 -3.48119 5.24715
87 H 2.94221 -2.90295 6.38440
88 H 2.48737 -2.70070 4.67684
89 H -1.46237 0.65486 7.56385
90 H -1.70603 1.63391 9.82813

The total charge is +1. For the orbital gap, the calculation gives 4.29 eV.

(2)
DFT (ωB97M-V/def2-TZVPD) results for C13H25AgFINO4S as an isolated structure.

Positions of all 47 atoms, in Å:
1 C 2.10250 4.67647 0.24992
2 O 1.48006 4.18394 -0.92365
3 C 1.89779 2.99237 -1.47593
4 C 0.63886 2.17160 -1.92133
5 C 1.14160 1.03007 -2.83227
6 C 0.45330 -0.33239 -2.60509
7 C 1.43808 -1.45558 -2.29119
8 C 2.01343 -1.55880 -0.87325
9 C 1.00789 -1.40993 0.28727
10 C 0.25929 -2.75211 0.52580
11 C -1.18999 -2.74736 0.04876
12 C -2.23582 -2.21501 1.00247
13 N -2.00773 -0.83870 1.58281
14 C -2.43093 -0.80178 2.98776
15 C -1.26464 -1.11784 3.91756
16 O -1.22076 -2.06649 4.57819
17 I 0.38458 0.33276 4.03946
18 S -2.72992 0.37926 0.74331
19 O -2.37433 1.59717 1.39575
20 O -2.53914 0.20473 -0.64470
21 F -4.22772 0.11094 1.05854
22 H 1.32194 4.86554 0.98862
23 H 2.55776 5.63303 -0.02442
24 H 2.85400 3.99799 0.64298
25 H 2.51487 2.40316 -0.79858
26 H 2.46621 3.24098 -2.39042
27 H 0.21774 1.75775 -1.00368
28 H -0.07162 2.82557 -2.41612
29 H 2.22080 0.93521 -2.70519
30 H 0.94095 1.35227 -3.85198
31 H -0.02381 -0.58094 -3.55300
32 H -0.36409 -0.24597 -1.88725
33 H 2.27398 -1.30211 -2.97735
34 H 0.99306 -2.40699 -2.58252
35 H 2.39546 -2.57429 -0.78319
36 H 2.87740 -0.91033 -0.71697
37 H 0.30625 -0.58388 0.16372
38 H 1.58627 -1.17688 1.18480
39 H 0.79409 -3.49842 -0.05712
40 H 0.33002 -3.07692 1.56555
41 H -1.50734 -3.78271 -0.09955
42 H -1.24734 -2.27605 -0.93217
43 H -2.38215 -2.89725 1.83684
44 H -3.18237 -2.20854 0.45624
45 H -3.19553 -1.54454 3.21185
46 H -2.84948 0.20625 3.19147
47 Ag -2.42342 1.46475 4.68726

The total charge is +2. For the orbital gap (spin up / spin down), the calculation gives 7.84 / 5.21 eV. As for the multiplicity: 2.

(3)
DFT (ωB97M-V/def2-TZVPD) results for one molecule with the formula C3H6O2.

Positions of all 11 atoms, in Å:
1 O -1.43324 -0.77009 -0.14998
2 C -0.76054 0.30794 0.38738
3 C 0.04542 1.21305 -0.49370
4 C 0.73340 0.26184 0.48162
5 O 1.25594 -0.89701 -0.08974
6 H -0.75197 -1.40707 -0.40735
7 H -1.25629 0.75154 1.26519
8 H 0.09363 2.29426 -0.31904
9 H 0.06894 0.95202 -1.54208
10 H 1.25870 0.59990 1.38842
11 H 1.89576 -0.55080 -0.71918

For the orbital gap, the calculation gives 10.42 eV.

(4)
DFT (ωB97M-V/def2-TZVPD) results for a 2-piece molecular cluster, C3H3Cl2F overall.

Positions of all 9 atoms, in Å:
1 C 1.54272 0.45384 -0.22116
2 C 1.21680 -0.59696 0.50111
3 C -2.62286 -0.29378 -0.05147
4 F -2.48680 -0.24623 -1.37112
5 Cl -0.39195 -1.27527 0.50071
6 Cl -2.52614 1.28579 0.55035
7 H 0.83221 0.95114 -0.85944
8 H 2.54329 0.84902 -0.20059
9 H 1.89272 -1.12754 1.15163

For the orbital gap, the calculation gives 9.49 eV.

(5)
DFT (ωB97M-V/def2-TZVPD) results for C29H54N3O9P2V as an isolated structure.

Positions of all 98 atoms, in Å:
1 V -0.50223 0.26915 -1.13428
2 C -0.24160 3.34049 -0.09205
3 O -1.10622 2.20899 -0.18626
4 C -2.47595 2.60972 -0.36335
5 C -3.26691 1.35873 -0.69677
6 O -2.62624 0.65963 -1.75434
7 C -3.13848 0.93668 -3.06196
8 C -2.60816 2.21324 -3.69717
9 O -1.24453 2.35705 -3.38066
10 C -0.63661 3.36209 -4.16365
11 H -0.50624 3.93607 0.78643
12 H -0.33063 3.95201 -0.99431
13 H 0.76967 2.96465 0.01057
14 H -2.51630 3.35365 -1.16940
15 H -2.84012 3.07754 0.56120
16 H -4.30025 1.59476 -0.97135
17 H -3.28467 0.67039 0.15857
18 H -4.23278 0.99390 -2.99170
19 H -2.87624 0.05249 -3.65335
20 H -3.16449 3.11057 -3.37530
21 H -2.74704 2.11819 -4.78493
22 H -0.63389 3.08069 -5.22369
23 H 0.38827 3.47363 -3.81286
24 H -1.15992 4.31900 -4.05416
25 C 4.21470 -0.80288 3.68697
26 C 2.71549 -0.61235 3.71809
27 C 2.00015 -1.67370 4.52430
28 O 2.23852 -0.70980 2.32463
29 P 1.34578 0.35079 1.61511
30 O 1.13052 -0.07660 0.19916
31 C -0.24790 0.49783 2.46032
32 P -1.36803 -0.75531 1.81246
33 O -1.44394 -0.72329 0.31295
34 O -2.81778 -0.56426 2.34468
35 C -3.18283 -0.66216 3.77456
36 C -3.34077 0.73880 4.30641
37 C -4.44723 -1.48831 3.83354
38 O -0.71257 -2.04207 2.40388
39 C -0.94345 -3.41547 1.89908
40 C -1.35625 -4.25059 3.08340
41 C 0.35045 -3.85486 1.25838
42 O 1.97577 1.77608 1.80629
43 C 3.39428 2.03862 1.46075
44 C 3.94897 2.89369 2.57853
45 C 3.46674 2.69709 0.10305
46 H 4.60468 -0.77302 4.70234
47 H 4.71135 -0.02789 3.11211
48 H 4.46056 -1.76941 3.25521
49 H 2.46115 0.39042 4.07962
50 H 2.32453 -2.66439 4.21923
51 H 0.92269 -1.61568 4.40077
52 H 2.23457 -1.54733 5.57879
53 H -0.64581 1.50206 2.27970
54 H -0.11754 0.33991 3.53282
55 H -2.36063 -1.18378 4.27362
56 H -4.16492 1.24485 3.81212
57 H -2.43810 1.32834 4.17548
58 H -3.55844 0.69508 5.37127
59 H -5.25514 -0.98763 3.30418
60 H -4.74671 -1.61761 4.87174
61 H -4.30015 -2.47206 3.39440
62 H -1.75451 -3.35155 1.16610
63 H -0.56914 -4.26445 3.83400
64 H -1.53429 -5.27318 2.75860
65 H -2.26949 -3.87721 3.53673
66 H 1.13358 -3.93606 2.00934
67 H 0.67394 -3.15244 0.49398
68 H 0.21510 -4.83172 0.79552
69 H 3.89332 1.06353 1.42939
70 H 3.40827 3.83528 2.64106
71 H 4.99606 3.11402 2.38228
72 H 3.88324 2.39145 3.53966
73 H 3.04308 3.69909 0.13572
74 H 2.94447 2.10141 -0.64673
75 H 4.51022 2.78609 -0.19327
76 C 3.74591 1.82935 -4.11705
77 N 2.88384 0.68328 -3.87048
78 C 3.08991 -0.53514 -4.64861
79 C 1.90888 0.74373 -3.02636
80 N 1.00667 0.75493 -2.28867
81 H 4.78142 1.55018 -3.91743
82 H 3.45720 2.64536 -3.45928
83 H 3.64500 2.14448 -5.15685
84 H 4.10989 -0.88727 -4.48976
85 H 2.92983 -0.32042 -5.70572
86 H 2.38022 -1.29182 -4.31664
87 N -1.60522 -5.38203 -5.88063
88 C -1.40963 -4.52160 -5.15453
89 C -1.16094 -3.44234 -4.24673
90 C -1.27820 -3.63969 -2.87641
91 C -1.04512 -2.58502 -2.00767
92 C -0.67138 -1.31963 -2.45860
93 C -0.56244 -1.15476 -3.84457
94 C -0.80635 -2.18842 -4.73426
95 H -1.55913 -4.61380 -2.50002
96 H -1.16527 -2.76754 -0.94848
97 H -0.29633 -0.18825 -4.25860
98 H -0.72376 -2.03423 -5.80022

The total charge is +2. For the orbital gap (spin up / spin down), the calculation gives 7.95 / 8.76 eV. As for the multiplicity: 3.

no.,electronic energy (hartree)
1,-2399.001740
2,-1808.014104
3,-268.333274
4,-1136.226378
5,-3605.272456